# 1
Molecular formula: C31H33ClN2O5RuS2Si
Method: DFT, the ωB97M-V functional and the def2-TZVPD basis

Geometry as XYZ:
```
76
Properties=species:S:1:pos:R:3:forces:R:3
Ru 1.16336 1.38596 1.24161 -0.2 0.0 0.5
C -1.12659 -6.07500 2.67859 0.0 0.0 0.0
C -0.27221 -4.86143 2.44150 0.0 0.0 0.0
C -0.85735 -3.62274 2.17518 0.0 0.0 0.0
C -0.08651 -2.49286 1.97324 0.0 0.0 0.0
C 1.29587 -2.61274 2.03552 0.1 0.0 0.0
C 1.90444 -3.83002 2.29580 0.0 0.0 0.0
C 1.11531 -4.95013 2.50315 0.0 0.0 0.0
S 2.36625 -1.23480 1.70826 0.1 0.3 -0.3
O 1.59509 -0.60227 0.32604 -0.7 -0.2 0.2
O 1.44464 -2.77484 -1.03857 0.1 0.0 0.0
N 2.09557 -0.08195 2.72272 0.3 0.1 0.0
C 1.17473 -0.18823 3.85693 -0.1 0.0 -0.1
C -0.15720 0.53551 3.62335 0.1 0.0 0.0
O -0.83145 0.88803 4.58234 0.0 0.0 0.0
O -0.46401 0.68276 2.38253 0.0 0.0 -0.1
H -2.08520 -5.98738 2.16902 0.0 0.0 0.0
H -1.32791 -6.19757 3.74495 0.0 0.0 0.0
H -0.63128 -6.98046 2.32934 0.0 0.0 0.0
H -1.93672 -3.54505 2.12475 0.0 0.0 0.0
H -0.53740 -1.52657 1.77565 0.0 0.0 0.0
H 2.98556 -3.90352 2.32241 0.0 0.0 0.0
H 1.58233 -5.90715 2.70245 0.0 0.0 0.0
H 1.66695 0.22775 4.73430 0.0 0.1 0.0
H 0.92841 -1.22909 4.08952 0.0 0.0 0.0
C -0.68645 4.34250 4.01451 0.0 -0.1 0.0
C 0.16933 3.61493 3.09574 0.4 0.3 0.1
N 0.87548 3.03004 2.40803 -0.5 -0.5 -0.3
H -0.08762 5.01583 4.62531 0.0 0.0 0.0
H -1.17899 3.60284 4.64845 0.0 0.0 0.0
H -1.43182 4.91040 3.45861 0.0 0.0 0.0
C -0.00198 -0.43993 -1.99585 0.1 0.0 0.0
Si 1.56090 -1.12761 -1.27489 0.1 0.1 -0.2
C 3.13832 -0.75197 -2.17215 0.0 0.0 0.0
C 1.69490 -3.75744 -1.94669 0.0 0.0 0.0
C 1.46978 -3.57536 -3.30676 0.0 0.0 0.0
C 1.72885 -4.61170 -4.19284 0.0 0.0 0.0
C 2.20201 -5.83067 -3.73210 0.0 0.0 0.0
C 2.41607 -6.00777 -2.37100 0.0 0.0 0.0
C 2.16589 -4.97865 -1.47838 0.0 0.0 0.0
H 0.16296 -0.03621 -2.99687 0.0 0.0 0.0
H -0.36487 0.37334 -1.36510 0.0 0.0 0.0
H -0.77149 -1.21288 -2.04930 0.0 0.0 0.0
H 2.93991 -0.24825 -3.11939 0.0 0.0 0.0
H 3.70545 -1.66260 -2.37512 0.0 0.0 0.0
H 3.73938 -0.07046 -1.57005 0.0 0.0 0.0
H 1.08912 -2.62709 -3.66926 0.0 0.0 0.0
H 1.55508 -4.46154 -5.25068 0.0 0.0 0.0
H 2.40137 -6.63619 -4.42585 0.0 0.0 0.0
H 2.78439 -6.95593 -2.00031 0.0 0.0 0.0
H 2.32519 -5.10073 -0.41495 0.0 0.0 0.0
Cl 2.62359 2.34179 -0.44684 0.1 -0.1 0.1
O -0.42480 2.13997 0.07189 0.2 -0.1 -0.2
S -0.33707 3.57190 -0.42025 0.0 0.1 0.0
C -0.75513 3.50031 -2.15108 0.0 0.1 0.1
C 0.01944 4.23941 -3.02877 0.0 0.0 0.0
C -0.27175 4.19060 -4.38600 0.0 0.0 0.0
C -1.31271 3.39569 -4.84079 0.0 0.0 0.0
C -2.07028 2.64428 -3.94748 0.0 0.0 0.0
C -1.79465 2.69480 -2.59236 -0.1 0.0 0.0
C -1.85961 4.27618 0.21548 0.0 0.0 0.0
C -2.16610 5.59886 -0.07392 0.0 0.0 0.0
C -3.30473 6.16245 0.47874 0.0 0.0 0.0
C -4.11279 5.40871 1.32306 0.0 0.0 0.0
C -3.78057 4.09469 1.61992 0.0 0.0 0.0
C -2.64315 3.51654 1.06879 0.1 0.0 0.0
H 0.85486 4.81910 -2.65610 0.0 0.0 0.0
H 0.32575 4.75911 -5.08600 0.0 0.0 0.0
H -1.53310 3.35233 -5.89949 0.0 0.0 0.0
H -2.87597 2.02001 -4.31095 0.0 0.0 0.0
H -2.36752 2.11383 -1.88009 0.0 0.0 0.0
H -1.52451 6.18016 -0.72642 0.0 0.0 0.0
H -3.55891 7.19063 0.25730 0.0 0.0 0.0
H -4.99870 5.85324 1.75756 0.0 0.0 0.0
H -4.40070 3.51497 2.29109 0.0 0.0 0.0
H -2.33668 2.50730 1.31894 0.0 0.0 0.0
```
Forces are in eV/Å.

As for the net charge: 0. The value obtained for the molar mass is 742.36 g mol⁻¹. The calculation puts the energy above the lowest of the compared OMol25 structures with the same formula, charge and spin at 0.366 eV. The calculation puts the LUMO energy (alpha / beta) at 0.208 / 0.209 eV. The HOMO energy (alpha / beta) comes out at -7.02 / -7.01 eV. The frontier orbital gap (alpha / beta) comes out at 0.2655 / 0.2654 Eh.

Löwdin atomic charge list, values in e, 8 entries: atom 1 (Ru): 0.86, atom 2 (C): -0.05, atom 3 (C): -0.26, atom 4 (C): -0.01, atom 5 (C): -0.05, atom 6 (C): -0.40, atom 7 (C): -0.08, atom 8 (C): -0.04


# 2
Molecular formula: C31H33F3O4
Method: DFT, the ωB97M-V functional and the def2-TZVPD basis

Geometry as XYZ:
```
71
Properties=species:S:1:pos:R:3:forces:R:3
C 3.25019 -0.99007 0.92774 0.1 -0.3 0.3
C 4.33079 -1.02934 -0.30949 0.5 -0.2 1.5
O 3.67910 -0.72469 -1.59492 -1.2 2.9 0.8
C 3.05959 0.61010 -1.59450 -3.1 1.2 0.3
C 1.56308 0.86136 -1.63674 4.0 -0.8 0.3
C 0.52568 -0.40723 -1.63805 -0.3 -0.7 -0.7
C -1.03121 -0.03682 -1.98889 0.2 -0.6 -0.2
C -1.80606 0.86967 -0.86575 -0.9 0.3 -0.2
C -1.15129 0.83530 0.63600 -1.3 0.6 0.4
C -3.39140 0.33729 -0.85049 0.3 1.3 -0.6
C 1.11335 2.46403 -1.67775 -2.5 1.9 -2.5
O 0.17021 2.97108 -2.47574 5.6 -3.3 5.0
C 1.99099 3.45024 -0.65076 4.0 -1.9 -0.8
C 3.48751 3.19919 -0.60593 -4.7 0.9 0.1
O 4.32490 4.04894 0.25674 -1.9 -0.3 -3.1
C 4.07047 1.94174 -1.54223 4.4 0.1 -1.8
O 5.25647 1.99724 -2.16340 -7.4 -0.4 4.0
H 2.36564 -1.73737 0.69925 1.9 1.5 0.4
H 3.77998 -1.32162 1.93824 -1.1 0.6 -2.2
H 2.77686 0.06095 1.12872 1.0 -1.9 -0.6
H 4.77557 -2.13401 -0.34876 -1.1 2.5 -0.4
H 5.24978 -0.29220 -0.15401 -2.0 -1.4 -0.2
H 0.53513 -1.04263 -0.62910 0.3 1.8 -2.0
H 0.88595 -1.17740 -2.47608 -0.7 1.9 2.0
H -1.06829 0.40828 -3.08667 0.0 -0.6 2.5
H -1.61603 -1.07258 -2.05521 1.4 2.1 0.2
H -1.88405 2.01680 -1.17843 0.4 -2.6 0.4
H -1.49042 -0.14975 1.19874 1.1 1.9 -1.2
H -1.66628 1.72590 1.24186 1.1 -1.9 -1.2
H -0.00074 1.04216 0.68633 -2.1 -0.7 -0.2
H -4.06987 1.20421 -0.38994 1.4 -2.2 -0.7
H -3.52238 -0.69203 -0.30873 0.2 2.0 -1.0
H -3.72573 0.26745 -1.98848 0.7 -0.1 2.4
H 1.47032 4.28274 -0.00974 1.1 -1.7 -1.6
H 4.12139 4.99697 -0.04580 0.4 -2.0 0.7
F 1.37340 -0.27184 -4.30103 -0.1 0.1 -0.2
C 2.14577 -0.75400 -5.28367 0.7 -0.4 -0.9
C 3.46045 -0.31565 -5.39819 0.0 0.1 0.1
C 4.26655 -0.82127 -6.41806 -0.4 -0.2 -0.1
C 3.74502 -1.75242 -7.31958 0.0 0.0 0.1
C 2.42267 -2.18240 -7.19936 0.3 0.3 0.2
C 1.62035 -1.68503 -6.17275 -0.1 0.0 0.1
H 3.84571 0.41434 -4.69382 0.0 -0.1 0.0
H 5.29807 -0.49081 -6.51144 -0.2 0.0 0.1
H 4.37277 -2.14316 -8.11759 -0.1 0.1 0.2
H 2.01773 -2.90409 -7.90469 0.0 0.1 0.2
H 0.59307 -2.01507 -6.05925 0.1 0.1 0.0
F -2.59603 -3.25990 1.10985 0.2 0.0 -0.2
C -3.57534 -3.05126 1.99981 -0.8 0.2 0.8
C -4.85983 -2.76661 1.54955 0.0 0.0 -0.1
C -5.88091 -2.55437 2.47579 0.4 -0.1 0.3
C -5.60336 -2.61847 3.84350 0.0 0.0 -0.1
C -4.30977 -2.89984 4.28554 -0.2 0.0 -0.4
C -3.29150 -3.12303 3.35907 0.0 0.0 -0.1
H -5.05482 -2.71266 0.48347 0.1 0.0 0.1
H -6.89019 -2.33886 2.13394 0.2 0.0 0.0
H -6.39912 -2.44845 4.56560 0.2 0.0 -0.1
H -4.09527 -2.94514 5.35055 0.0 0.0 -0.2
H -2.28230 -3.35174 3.68516 -0.1 0.0 -0.1
F -3.16810 0.18085 4.18280 -0.1 -0.1 -0.1
C -2.28602 1.00941 4.75729 0.6 0.6 0.4
C -0.92488 0.75537 4.62923 0.0 0.0 0.0
C -0.00596 1.62067 5.22289 -0.4 0.2 0.1
C -0.45932 2.72544 5.94797 0.0 0.0 0.0
C -1.82768 2.96908 6.07504 0.2 -0.3 -0.2
C -2.74590 2.10993 5.47191 0.0 0.0 0.0
H -0.59154 -0.11229 4.06931 -0.1 0.1 0.0
H 1.06052 1.43520 5.12208 -0.2 0.0 0.0
H 0.25766 3.39758 6.41460 -0.1 -0.1 -0.1
H -2.17825 3.82726 6.64332 0.0 -0.2 -0.1
H -3.81283 2.28934 5.55308 0.1 -0.1 0.0
```
Forces are in eV/Å.

As for the net charge: 0. The value obtained for the molar mass is 526.60 g mol⁻¹. The SMILES is CCOC1=C(CCC(C)C)C(=O)C=C(O)C1=O.Fc1ccccc1.Fc1ccccc1.Fc1ccccc1. The calculation puts the LUMO energy at -1.426 eV. The HOMO energy comes out at -9.14 eV. The frontier orbital gap comes out at 0.2834 Eh.

Löwdin atomic charge list, values in e, 8 entries: atom 1 (C): -0.10, atom 2 (C): -0.21, atom 3 (O): -0.14, atom 4 (C): -0.10, atom 5 (C): -0.01, atom 6 (C): -0.16, atom 7 (C): -0.19, atom 8 (C): -0.38


Which value of molar mass does entry 1 give?
742.36 g mol⁻¹